108
Properties=species:S:1:pos:R:3 method="wB97M-V/def2-TZVPD" molar_mass_da=631.7 charge=+1 energy_ha=-2065.18308 relative_energy_kcal_mol=0.00 lumo_energy_ev=-2.153 spin_multiplicity=1
C 0.876 5.609 2.993
C 0.361 4.175 2.992
O -0.247 3.912 1.713
C -0.967 2.739 1.632
N -0.071 1.544 1.901
C -0.700 0.259 1.381
C 0.090 -0.921 1.949
C -0.688 -2.050 2.681
C -0.082 -3.401 2.284
C -2.201 -2.046 2.462
C -0.578 0.364 -0.140
C -1.312 -0.774 -0.850
C -0.810 -1.096 -2.235
O -1.262 -2.013 -2.870
N -0.972 1.681 -0.670
C 0.072 2.281 -1.517
C 1.171 2.988 -0.753
N 2.153 2.305 -0.295
C -1.677 2.548 0.276
B -2.173 3.956 -0.353
O -1.266 4.843 -0.829
N -3.600 4.277 -0.408
C -4.073 4.649 0.935
C -4.396 3.205 -1.018
H 1.861 5.665 3.457
H 0.197 6.281 3.514
H 0.967 5.955 1.962
H -0.396 4.021 3.769
H 1.189 3.474 3.153
H -1.721 2.705 2.434
H 0.854 1.655 1.465
H 0.044 1.448 2.911
H -1.725 0.297 1.750
H 0.807 -0.501 2.654
H 0.695 -1.348 1.143
H -0.489 -1.930 3.751
H -0.308 -3.613 1.230
H -0.497 -4.204 2.892
H 1.004 -3.397 2.386
H -2.695 -1.267 3.053
H -2.618 -2.995 2.803
H -2.478 -1.887 1.420
H 0.500 0.255 -0.323
H -2.373 -0.522 -0.945
H -1.230 -1.714 -0.293
H 0.000 -0.486 -2.666
H -0.362 2.944 -2.267
H 0.553 1.468 -2.063
H 1.060 4.055 -0.566
H 2.813 2.906 0.200
H -2.612 2.034 0.533
H -1.728 5.597 -1.221
H -4.942 5.306 0.873
H -3.285 5.183 1.476
H -4.351 3.766 1.529
H -3.763 2.551 -1.626
H -4.909 2.594 -0.266
H -5.158 3.617 -1.683
C 1.401 9.598 -1.957
C 0.638 8.626 -1.094
O -0.339 8.953 -0.464
C 1.142 7.200 -1.050
H 0.937 10.579 -1.903
H 2.436 9.665 -1.619
H 1.408 9.254 -2.992
H 2.169 7.171 -0.683
H 1.126 6.763 -2.051
H 0.501 6.619 -0.392
C -2.673 -4.580 -6.912
C -3.140 -5.240 -5.639
O -3.809 -6.246 -5.643
C -2.714 -4.572 -4.353
H -3.029 -5.137 -7.775
H -3.048 -3.556 -6.959
H -1.582 -4.531 -6.936
H -3.087 -3.548 -4.320
H -1.625 -4.527 -4.295
H -3.104 -5.130 -3.504
C 1.787 -6.620 1.599
C 2.438 -6.413 2.946
O 1.989 -5.627 3.749
C 3.670 -7.231 3.236
H 0.911 -5.981 1.516
H 2.492 -6.379 0.801
H 1.485 -7.661 1.483
H 4.442 -7.021 2.495
H 3.433 -8.295 3.179
H 4.043 -6.996 4.229
C 1.935 -6.209 -7.018
C 1.542 -4.963 -6.262
O 1.066 -4.003 -6.819
C 1.767 -4.979 -4.767
H 1.725 -6.078 -8.076
H 2.999 -6.411 -6.879
H 1.378 -7.068 -6.639
H 2.825 -5.135 -4.550
H 1.206 -5.799 -4.315
H 1.440 -4.034 -4.340
C 3.112 -1.281 4.861
C 2.625 0.060 5.346
O 2.045 0.832 4.608
C 2.891 0.401 6.786
H 2.868 -1.412 3.809
H 4.192 -1.353 4.992
H 2.652 -2.081 5.443
H 3.965 0.383 6.979
H 2.424 -0.341 7.435
H 2.496 1.387 7.015

116
Properties=species:S:1:pos:R:3 method="wB97M-V/def2-TZVPD" molar_mass_da=892.7 charge=-1 energy_ha=-3559.31436 lumo_energy_ev=1.865 spin_multiplicity=1
C -1.577 -0.306 1.231
C -0.326 -1.110 0.839
N 0.889 -0.292 0.830
Nb 2.716 -1.082 1.304
C 3.571 -0.400 -0.696
C 2.597 -0.003 -1.738
O 2.674 -0.364 -2.887
C 3.242 0.841 2.404
C 4.498 1.614 1.940
C 4.169 2.983 1.313
C 3.642 3.924 2.429
C 3.169 2.918 0.159
C 2.288 -3.116 0.270
O 1.458 -2.999 -0.912
C 0.529 -4.054 -0.956
C -0.499 -3.889 -2.057
O -0.972 -2.568 -2.133
C -2.310 -2.428 -2.511
C -2.482 -1.626 -3.848
O -1.258 -1.288 -4.437
C -0.828 0.034 -4.150
C -0.839 0.379 -2.680
C 4.842 -1.880 1.703
C 5.334 -1.735 3.072
O 5.682 -0.696 3.590
C 5.428 -2.970 3.926
C 6.122 -4.104 3.507
C 6.246 -5.220 4.337
C 5.667 -5.225 5.611
C 4.959 -4.097 6.028
C 4.847 -2.978 5.199
C 2.033 -2.066 3.282
P 0.888 -1.233 4.327
O 1.301 -1.156 5.748
O 0.486 0.233 3.819
O -0.499 -2.045 4.182
H -2.124 -0.802 2.028
H -2.226 -0.193 0.368
H -1.314 0.695 1.560
H -0.237 -2.013 1.439
H -0.491 -1.444 -0.183
H 0.725 0.650 1.158
H 4.118 -1.243 -1.120
H 4.292 0.414 -0.599
H 1.763 0.664 -1.480
H 3.388 0.547 3.444
H 2.384 1.513 2.376
H 5.088 1.835 2.825
H 5.157 1.029 1.306
H 5.090 3.435 0.949
H 4.187 4.862 2.453
H 2.583 4.133 2.292
H 3.723 3.452 3.401
H 2.622 3.858 0.107
H 2.432 2.132 0.281
H 3.651 2.787 -0.806
H 1.904 -3.886 0.942
H 3.267 -3.484 -0.054
H 1.090 -4.972 -1.162
H -0.011 -4.141 -0.011
H -1.312 -4.581 -1.821
H -0.115 -4.204 -3.031
H -2.808 -3.389 -2.635
H -2.844 -1.884 -1.731
H -3.007 -2.255 -4.566
H -3.112 -0.756 -3.677
H 0.202 0.091 -4.489
H -1.391 0.761 -4.748
H -0.365 1.353 -2.565
H -0.272 -0.332 -2.097
H -1.842 0.474 -2.283
H 4.896 -2.932 1.432
H 5.522 -1.345 1.042
H 6.590 -4.130 2.533
H 6.801 -6.089 4.019
H 5.772 -6.082 6.255
H 4.514 -4.090 7.011
H 4.309 -2.122 5.578
H 2.841 -2.338 3.948
H 1.565 -3.004 2.992
H 0.959 0.885 4.346
H -1.047 -1.732 4.913
C -6.535 2.140 0.102
O -5.221 1.861 -0.385
P -4.088 1.178 0.479
O -2.795 1.192 -0.182
O -4.590 -0.294 0.822
C -5.643 -0.586 1.740
O -4.153 1.961 1.862
C -3.099 1.684 2.802
H -7.001 2.820 -0.607
H -7.129 1.227 0.146
H -6.498 2.616 1.082
H -6.501 -0.970 1.190
H -5.940 0.288 2.319
H -5.289 -1.355 2.424
H -2.799 0.636 2.763
H -3.479 1.911 3.795
H -2.240 2.313 2.582
C -4.558 2.847 -7.686
O -5.621 3.247 -6.820
P -5.383 3.984 -5.444
O -6.592 4.116 -4.646
O -4.729 5.402 -5.768
C -3.387 5.567 -6.230
O -4.208 3.135 -4.804
C -3.851 3.420 -3.438
H -4.979 2.158 -8.413
H -4.153 3.707 -8.220
H -3.769 2.340 -7.132
H -3.403 5.907 -7.265
H -2.809 4.646 -6.155
H -2.909 6.328 -5.616
H -3.945 4.485 -3.221
H -2.818 3.117 -3.293
H -4.491 2.851 -2.768

110
Properties=species:S:1:pos:R:3 method="wB97M-V/def2-TZVPD" molar_mass_da=646.7 charge=+1 energy_ha=-2311.52098 lumo_energy_ev=-4.903 spin_multiplicity=1
C -2.202 -3.696 4.302
C -0.874 -4.081 3.363
C -1.327 -4.709 1.887
C -1.799 -3.530 0.850
C -0.509 -2.974 -0.025
C 0.478 -1.814 0.605
C 1.707 -1.420 -0.460
C 2.775 -0.234 -0.006
C 2.162 1.239 -0.379
C 1.467 2.042 0.869
C -0.130 1.721 1.096
C -1.033 1.726 -0.276
C -2.627 2.032 -0.052
C -3.293 1.326 1.270
C -3.737 -0.253 1.044
O -5.198 -0.346 0.742
C -5.718 -1.685 1.088
C -6.470 -2.654 -0.045
O -5.670 -2.214 2.336
N 1.721 -2.190 -1.741
P 3.125 -1.743 -2.821
N 4.557 -2.180 -2.206
O 2.983 -2.611 -4.364
O 2.971 -0.054 -3.214
N 0.929 -3.142 -2.280
C -0.249 -3.599 -1.506
C -1.247 -4.736 -2.201
B -2.089 -3.921 -3.401
O -1.591 -3.826 -4.813
O -3.389 -3.219 -3.147
H -3.150 -4.142 3.747
H -2.107 -4.140 5.405
H -2.380 -2.519 4.343
H -0.252 -4.879 3.994
H -0.160 -3.145 3.260
H -0.340 -5.208 1.438
H -2.159 -5.537 2.091
H -2.145 -2.612 1.527
H -2.735 -3.802 0.189
H 0.356 -1.321 1.660
H 3.874 -0.424 -0.359
H 2.805 -0.289 1.187
H 3.078 1.909 -0.747
H 1.475 1.097 -1.323
H 2.082 1.807 1.853
H 1.528 3.202 0.591
H -0.352 0.740 1.696
H -0.552 2.613 1.767
H -0.602 2.574 -0.979
H -0.956 0.724 -0.890
H -3.262 1.673 -0.997
H -2.829 3.202 0.059
H -2.659 1.432 2.254
H -4.310 1.912 1.482
H -3.070 -0.739 0.182
H -3.468 -0.840 2.044
H -6.839 -2.042 -0.976
H -5.807 -3.595 -0.327
H -7.451 -3.091 0.470
H 5.107 -1.276 -2.141
H 3.376 -3.533 -4.180
H 3.290 0.080 -4.156
H -2.020 -5.148 -1.426
H -0.604 -5.553 -2.739
H -1.275 -2.870 -4.974
H -3.255 -2.213 -3.199
C -5.968 2.518 4.176
C -5.349 3.891 3.932
N -6.244 4.845 3.271
C -5.559 6.062 2.821
C -4.967 6.976 3.892
C -7.544 5.067 3.908
C -7.547 5.576 5.347
H -6.316 2.068 3.240
H -5.221 1.846 4.613
H -6.808 2.563 4.876
H -4.467 3.734 3.298
H -4.979 4.281 4.887
H -6.237 6.653 2.193
H -4.747 5.764 2.147
H -5.741 7.559 4.395
H -4.282 7.694 3.427
H -4.397 6.425 4.644
H -8.106 4.126 3.880
H -8.142 5.751 3.292
H -6.805 5.075 5.973
H -8.528 5.395 5.798
H -7.374 6.654 5.392
C 10.083 1.477 -3.178
C 10.019 -0.044 -3.278
N 8.661 -0.593 -3.233
C 8.633 -2.052 -3.076
C 9.205 -2.895 -4.213
C 7.710 -0.059 -4.210
C 8.060 -0.203 -5.687
H 9.600 1.835 -2.262
H 11.129 1.804 -3.154
H 9.612 1.967 -4.035
H 10.591 -0.443 -2.430
H 10.550 -0.357 -4.184
H 7.605 -2.379 -2.881
H 9.182 -2.305 -2.161
H 8.522 -2.941 -5.063
H 9.354 -3.925 -3.871
H 10.174 -2.527 -4.561
H 7.563 1.008 -3.998
H 6.721 -0.500 -4.038
H 9.109 0.017 -5.896
H 7.458 0.496 -6.277
H 7.832 -1.205 -6.058

| no. | strongest force on any atom (eV Å⁻¹) | HOMO energy (eV) | frontier orbital gap (eV) |
| --- | --- | --- | --- |
| 1 | 0.7 | -10.6 | 8.41 |
| 2 | 3.1 | -4.6 | 6.47 |
| 3 | 8.8 | -9.5 | 4.59 |